The following is a quantum chemistry calculation of a structure of composition C24H35AlNOP2Si at a distorted geometry, from the Open Molecules 2025 dataset.

Positions of all 65 atoms, in Å:
1 C -1.356 3.391 -2.959
2 C -1.220 2.106 -2.431
3 C 0.077 1.625 -2.119
4 C 1.220 2.412 -2.378
5 C 1.049 3.715 -2.887
6 C -0.227 4.191 -3.176
7 C 2.514 1.828 -2.049
8 C 2.554 0.425 -2.462
9 C 1.405 -0.337 -2.172
10 C 1.423 -1.743 -2.311
11 C 2.603 -2.368 -2.710
12 C 3.748 -1.614 -2.980
13 C 3.734 -0.227 -2.870
14 H -2.360 3.765 -3.169
15 H 1.929 4.319 -3.107
16 H -0.369 5.203 -3.552
17 H 3.395 2.442 -2.223
18 H 2.618 -3.459 -2.785
19 H 4.663 -2.121 -3.284
20 H 4.607 0.387 -3.105
21 N 0.290 0.328 -1.582
22 Al -0.153 -0.065 0.215
23 C -2.443 1.280 -2.060
24 H -2.449 0.287 -2.545
25 H -3.365 1.823 -2.319
26 C 0.201 -2.565 -1.929
27 H -0.711 -2.183 -2.413
28 H 0.332 -3.621 -2.215
29 P -2.388 1.005 -0.249
30 P -0.010 -2.409 -0.109
31 C 1.423 -3.324 0.552
32 H 1.360 -3.375 1.643
33 H 1.463 -4.352 0.155
34 H 2.361 -2.816 0.287
35 C -1.492 -3.382 0.269
36 H -1.406 -4.413 -0.103
37 H -1.634 -3.402 1.357
38 H -2.372 -2.910 -0.194
39 C -2.556 2.703 0.428
40 H -3.491 3.168 0.079
41 H -2.568 2.660 1.524
42 H -1.710 3.331 0.117
43 C -3.976 0.224 0.140
44 H -4.058 0.111 1.227
45 H -4.806 0.844 -0.228
46 H -4.022 -0.767 -0.329
47 C 2.102 1.008 0.198
48 O 2.594 0.193 0.929
49 H 2.793 1.723 -0.592
50 C 1.017 -1.866 3.626
51 Si -0.027 -0.308 3.651
52 C -1.427 -0.628 4.880
53 C 0.972 1.147 4.291
54 C -0.916 0.120 2.037
55 H 1.394 -2.029 4.646
56 H 1.885 -1.789 2.954
57 H 0.409 -2.741 3.361
58 H -1.007 -0.743 5.890
59 H -2.143 0.206 4.899
60 H -1.969 -1.550 4.628
61 H 1.867 1.355 3.687
62 H 0.368 2.061 4.359
63 H 1.293 0.885 5.309
64 H -1.909 -0.370 2.129
65 H -1.123 1.206 2.127

The calculation puts the LUMO energy (alpha / beta) at -3.905 / -3.893 eV. Its charge is +1. The calculation puts the frontier orbital gap (alpha / beta) at 0.2290 / 0.2289 Eh. For the total energy, the calculation gives -62040.96848 eV.


The following is a quantum chemistry calculation of a cluster of 2 separate species, C24H35ClN2O4 in total at a distorted geometry, from the Open Molecules 2025 dataset.

Positions of all 66 atoms, in Å:
1 O 4.343 2.151 -4.271
2 C 3.073 2.309 -3.802
3 C 1.985 2.119 -4.650
4 C 0.681 2.285 -4.171
5 C 0.460 2.650 -2.836
6 C -0.908 2.843 -2.352
7 C -1.258 4.064 -1.816
8 C -2.607 4.363 -1.231
9 C -3.675 3.306 -1.572
10 C -3.131 1.873 -1.551
11 C -3.053 1.561 -0.059
12 C -4.225 2.315 0.578
13 C -4.753 3.279 -0.491
14 O -5.967 2.774 -1.050
15 C -1.889 1.700 -2.435
16 C 1.564 2.825 -1.979
17 Cl 1.369 3.213 -0.284
18 C 2.859 2.655 -2.470
19 H 4.981 2.329 -3.562
20 H 2.162 1.845 -5.685
21 H -0.161 2.145 -4.842
22 H -0.513 4.853 -1.790
23 H -2.950 5.336 -1.597
24 H -2.486 4.448 -0.146
25 H -4.101 3.535 -2.555
26 H -3.897 1.210 -1.969
27 H -2.108 1.929 0.352
28 H -3.117 0.484 0.129
29 H -5.007 1.619 0.895
30 H -3.880 2.867 1.458
31 H -4.933 4.276 -0.074
32 H -6.665 2.742 -0.375
33 H -2.209 1.596 -3.477
34 H -1.385 0.770 -2.150
35 H 3.695 2.791 -1.793
36 C 4.591 -3.495 0.894
37 N 4.178 -2.469 1.852
38 C 2.943 -2.162 2.267
39 O 2.806 -1.158 2.953
40 C 1.722 -3.026 1.837
41 C 0.369 -2.664 2.500
42 C -0.161 -1.226 2.306
43 C -0.083 -0.748 0.853
44 C -1.631 -1.168 2.732
45 N 1.909 -4.485 1.948
46 C 2.340 -5.142 3.026
47 C 2.355 -6.651 2.921
48 O 2.709 -4.600 4.057
49 H 5.582 -3.255 0.505
50 H 3.891 -3.541 0.058
51 H 4.637 -4.467 1.388
52 H 4.895 -1.873 2.236
53 H 1.611 -2.830 0.772
54 H 0.454 -2.845 3.573
55 H -0.381 -3.351 2.107
56 H 0.393 -0.530 2.933
57 H -0.607 -1.439 0.195
58 H -0.526 0.243 0.771
59 H 0.960 -0.660 0.549
60 H -1.722 -1.498 3.767
61 H -2.238 -1.808 2.092
62 H -1.992 -0.142 2.662
63 H 1.624 -5.043 1.162
64 H 3.001 -6.954 2.100
65 H 1.341 -7.009 2.753
66 H 2.734 -7.064 3.856

The calculation puts the LUMO energy at 0.397 eV. Its SMILES is Oc1ccc(C2=CC[C@H]3[C@H](CC[C@@H]3O)C2)c(Cl)c1.CNC(=O)[C@H](CC(C)C)NC(C)=O. The calculation puts the frontier orbital gap at 0.3172 Eh. For the total energy, the calculation gives -49149.45471 eV.


The following is a quantum chemistry calculation of a structure of composition C24H35CoN7O3PS, from the Open Molecules 2025 dataset.

Positions of all 72 atoms, in Å:
1 Co 0.006 0.108 -0.006
2 C -1.538 -1.286 3.584
3 C -1.117 -1.048 2.173
4 N -0.259 -0.158 1.814
5 O 0.300 0.656 2.789
6 C -1.639 -1.828 1.068
7 C -2.544 -3.005 1.197
8 N -1.170 -1.399 -0.086
9 O -1.476 -1.934 -1.188
10 H -1.298 -0.441 4.220
11 H -1.030 -2.170 3.978
12 H -2.609 -1.483 3.619
13 H 1.178 0.822 2.408
14 H -2.229 -3.665 2.007
15 H -2.527 -3.559 0.262
16 H -3.577 -2.708 1.391
17 N 0.383 0.137 -1.930
18 C 0.368 -0.033 -3.060
19 C 0.348 -0.271 -4.479
20 C -0.784 -0.854 -5.042
21 C -0.810 -1.077 -6.408
22 C 0.282 -0.724 -7.191
23 C 1.410 -0.147 -6.618
24 C 1.449 0.084 -5.254
25 H -1.616 -1.139 -4.412
26 H -1.681 -1.529 -6.862
27 H 0.256 -0.902 -8.258
28 H 2.256 0.122 -7.235
29 H 2.314 0.540 -4.791
30 C 5.242 2.356 0.748
31 N 4.088 1.786 0.068
32 C 3.640 2.551 -1.094
33 P 3.488 0.276 0.266
34 O 2.014 0.242 0.551
35 N 4.290 -0.390 1.537
36 C 3.580 -1.173 2.552
37 C 5.682 -0.800 1.368
38 N 3.742 -0.493 -1.174
39 C 5.003 -0.373 -1.899
40 C 3.065 -1.768 -1.417
41 H 5.040 3.403 0.981
42 H 6.141 2.317 0.124
43 H 5.431 1.838 1.683
44 H 3.389 3.567 -0.786
45 H 2.752 2.097 -1.531
46 H 4.418 2.606 -1.862
47 H 2.507 -1.027 2.467
48 H 3.899 -0.870 3.551
49 H 3.796 -2.237 2.430
50 H 6.162 -0.252 0.560
51 H 5.755 -1.870 1.150
52 H 6.243 -0.600 2.283
53 H 5.513 0.551 -1.637
54 H 4.809 -0.357 -2.974
55 H 5.672 -1.214 -1.691
56 H 2.152 -1.837 -0.831
57 H 3.712 -2.616 -1.168
58 H 2.796 -1.846 -2.472
59 S -2.038 4.201 0.393
60 C -1.154 2.787 0.784
61 N -1.272 1.792 -0.038
62 C -2.161 2.105 -1.067
63 C -2.590 1.218 -2.059
64 C -3.480 1.684 -3.000
65 C -3.952 3.007 -2.963
66 C -3.565 3.875 -1.967
67 C -2.667 3.401 -1.007
68 H -0.539 2.741 1.672
69 H -2.253 0.189 -2.046
70 H -3.839 1.017 -3.773
71 H -4.649 3.344 -3.719
72 H -3.953 4.883 -1.922

Its multiplicity is 2. The calculation puts the LUMO energy (alpha / beta) at -2.202 / -2.252 eV. Its charge is +1. The energy above the lowest of the compared OMol25 structures with the same formula, charge and spin is 1.147 eV. The calculation puts the frontier orbital gap (alpha / beta) at 0.2905 / 0.2881 Eh. For the total energy, the calculation gives -99775.43440 eV.


The following is a quantum chemistry calculation of a structure of composition C24H35N2O6PdSi2, from the Open Molecules 2025 dataset.

Positions of all 70 atoms, in Å:
1 Pd -0.162 -0.531 -0.283
2 O 0.974 3.252 1.802
3 C 1.015 2.308 0.859
4 O 0.035 1.947 0.253
5 C 2.438 1.861 0.603
6 O 2.520 0.596 0.004
7 C 2.874 -0.451 0.888
8 C 1.825 -0.832 1.922
9 O 2.214 -1.476 2.898
10 O 0.611 -0.483 1.728
11 H 0.056 3.556 1.879
12 H 2.852 2.592 -0.100
13 H 3.011 1.928 1.531
14 H 3.043 -1.324 0.255
15 H 3.805 -0.228 1.415
16 C 0.889 1.775 -2.913
17 Si -0.002 0.169 -2.638
18 C 0.588 -1.101 -3.892
19 C -1.880 0.371 -2.835
20 C -2.257 0.665 -4.152
21 C -3.584 0.863 -4.500
22 C -4.569 0.757 -3.531
23 C -4.216 0.454 -2.226
24 C -2.884 0.255 -1.845
25 Si -2.567 -0.184 -0.035
26 C -3.524 -1.742 0.392
27 C -3.086 1.196 1.109
28 H 0.780 2.085 -3.956
29 H 1.954 1.657 -2.703
30 H 0.485 2.559 -2.274
31 H 0.899 -0.599 -4.812
32 H -0.214 -1.795 -4.149
33 H 1.445 -1.671 -3.531
34 H -1.501 0.751 -4.926
35 H -3.846 1.098 -5.523
36 H -5.608 0.910 -3.793
37 H -5.003 0.373 -1.483
38 H -4.603 -1.573 0.359
39 H -3.273 -2.076 1.402
40 H -3.291 -2.548 -0.308
41 H -4.174 1.262 1.195
42 H -2.708 2.149 0.740
43 H -2.673 1.026 2.105
44 C -1.883 -5.751 5.273
45 C -0.351 -5.623 5.208
46 N 0.050 -4.810 4.077
47 C 0.490 -3.462 4.312
48 C -0.703 -2.482 4.418
49 C -0.052 -5.451 2.762
50 O -0.186 -6.643 2.806
51 C -0.030 -4.711 1.467
52 C 0.012 -5.537 0.340
53 C -0.054 -4.974 -0.918
54 C -0.165 -3.597 -1.018
55 N -0.195 -2.802 0.053
56 C -0.126 -3.339 1.267
57 H -2.116 -6.406 6.110
58 H -2.275 -6.200 4.364
59 H -2.357 -4.786 5.441
60 H 0.084 -6.613 5.084
61 H 0.046 -5.144 6.099
62 H 1.182 -3.133 3.538
63 H 1.031 -3.460 5.259
64 H -1.391 -2.575 3.580
65 H -0.261 -1.485 4.404
66 H -1.251 -2.633 5.345
67 H 0.087 -6.608 0.468
68 H -0.032 -5.587 -1.807
69 H -0.239 -3.105 -1.980
70 H -0.205 -2.611 2.059

Its multiplicity is 5. The calculation puts the LUMO energy (alpha / beta) at -3.793 / -7.064 eV. Its charge is +1. The energy above the lowest of the compared OMol25 structures with the same formula, charge and spin is 1.691 eV. The calculation puts the frontier orbital gap (alpha / beta) at 0.1608 / 0.1502 Eh. For the total energy, the calculation gives -59947.66566 eV.


The following is a quantum chemistry calculation of a cluster of 5 separate species, C24H35N5O9 in total at a distorted geometry, from the Open Molecules 2025 dataset.

Positions of all 73 atoms, in Å:
1 C 0.990 -3.082 -2.377
2 C -0.373 -3.701 -1.746
3 C -0.778 -3.069 -0.386
4 C -1.310 -1.617 -0.645
5 C -2.663 -1.796 -1.399
6 C -2.459 -2.493 -2.802
7 N -1.558 -3.585 -2.782
8 O -1.461 -4.234 -3.787
9 C -2.100 -1.437 -3.794
10 C -4.051 -3.028 -3.144
11 C -0.058 -5.305 -1.479
12 H 0.808 -2.223 -2.788
13 H 1.358 -3.734 -3.164
14 H 1.588 -2.866 -1.525
15 H 0.093 -3.322 0.125
16 H -1.603 -3.528 0.297
17 H -0.774 -0.848 -1.059
18 H -1.687 -0.975 0.310
19 H -3.002 -0.793 -1.267
20 H -3.348 -2.392 -0.724
21 H -1.234 -1.042 -3.337
22 H -2.568 -0.563 -3.908
23 H -2.122 -1.962 -4.788
24 H -4.070 -3.403 -4.005
25 H -4.872 -2.440 -3.019
26 H -4.349 -3.823 -2.405
27 H 0.699 -5.261 -0.682
28 H 0.439 -5.921 -2.251
29 H -0.649 -5.775 -0.965
30 N 1.245 -1.760 2.085
31 O 2.018 -2.687 2.233
32 O 0.079 -1.815 2.572
33 O 1.501 -0.918 1.328
34 C -1.529 2.411 -0.278
35 C -2.996 2.926 -0.016
36 C -3.667 2.618 1.308
37 C -2.853 1.799 2.382
38 C -1.509 1.355 1.949
39 C -0.937 1.576 0.650
40 N -3.359 1.724 3.796
41 O -4.595 2.029 3.923
42 O -2.582 1.329 4.618
43 H -1.126 2.535 -1.088
44 H -3.603 3.512 -0.702
45 H -4.802 2.949 1.403
46 H -0.986 0.685 2.932
47 H -0.064 1.359 0.305
48 C 3.962 3.530 0.264
49 C 4.270 4.003 -1.082
50 C 3.622 3.282 -2.275
51 C 2.783 1.900 -2.058
52 C 2.767 1.484 -0.596
53 C 3.368 2.305 0.496
54 N 2.187 1.136 -3.192
55 O 2.841 1.120 -4.352
56 O 1.291 0.370 -2.973
57 H 4.649 3.779 0.965
58 H 4.970 4.694 -1.201
59 H 3.855 3.464 -3.311
60 H 2.242 0.599 -0.423
61 H 3.416 1.865 1.536
62 C 3.346 3.238 3.942
63 O 4.520 2.745 4.028
64 N 2.298 2.538 4.083
65 C 0.912 3.199 3.737
66 C 2.252 1.109 4.345
67 H 3.202 4.219 3.661
68 H -0.004 2.616 4.171
69 H 0.875 3.163 2.640
70 H 0.922 4.160 4.387
71 H 1.330 0.731 4.768
72 H 2.684 0.867 5.058
73 H 2.322 0.473 3.475

The calculation puts the LUMO energy at -3.929 eV. The energy above the lowest of the compared OMol25 structures with the same formula, charge and spin is 0.438 eV. The calculation puts the frontier orbital gap at 0.1337 Eh. For the total energy, the calculation gives -51305.34917 eV.


The following is a quantum chemistry calculation of a structure of composition C24H36AsF6O18Pt at a distorted geometry, from the Open Molecules 2025 dataset.

Positions of all 86 atoms, in Å:
1 Pt 4.903 -2.186 2.009
2 As 0.383 -0.484 0.409
3 F 0.622 0.737 1.716
4 F 0.476 0.891 -0.767
5 F 0.192 -1.618 -0.912
6 F 0.303 -1.837 1.549
7 F -1.397 -0.332 0.538
8 F 2.199 -0.589 0.206
9 C 4.507 1.027 9.867
10 C 3.257 1.107 8.939
11 C 3.093 2.418 8.186
12 O 3.628 2.029 6.987
13 C 3.500 0.725 6.780
14 O 3.547 0.046 5.708
15 O 3.307 0.186 7.911
16 H 4.617 1.707 10.711
17 H 5.393 1.252 9.272
18 H 4.543 -0.022 10.162
19 H 2.401 1.072 9.613
20 H 3.670 3.159 8.738
21 H 2.086 2.828 8.268
22 C -3.347 -1.293 -7.111
23 C -3.067 0.022 -6.314
24 C -1.637 0.099 -5.925
25 O -1.214 1.345 -6.528
26 C -2.102 1.914 -7.207
27 O -1.928 2.954 -7.803
28 O -3.217 1.149 -7.154
29 H -2.710 -2.119 -6.794
30 H -3.090 -1.040 -8.140
31 H -4.271 -1.871 -7.083
32 H -3.628 0.052 -5.380
33 H -1.030 -0.664 -6.412
34 H -1.539 -0.095 -4.856
35 C -5.137 -3.679 -1.113
36 C -6.221 -4.644 -1.699
37 C -7.536 -4.450 -1.085
38 O -8.233 -3.738 -2.067
39 C -7.611 -3.685 -3.204
40 O -8.120 -3.280 -4.234
41 O -6.491 -4.347 -3.065
42 H -4.473 -3.332 -1.904
43 H -4.633 -4.090 -0.237
44 H -5.655 -2.765 -0.825
45 H -5.868 -5.648 -1.465
46 H -7.470 -4.189 -0.029
47 H -8.061 -5.405 -1.097
48 C -3.386 2.674 4.245
49 C -3.439 3.701 3.111
50 C -4.354 3.344 1.945
51 O -5.017 4.567 1.770
52 C -4.842 5.439 2.663
53 O -5.435 6.484 2.859
54 O -3.997 4.922 3.505
55 H -4.243 2.624 4.916
56 H -2.431 2.893 4.724
57 H -3.407 1.609 4.012
58 H -2.458 3.790 2.643
59 H -5.141 2.605 2.096
60 H -3.681 3.130 1.115
61 C 4.597 6.651 2.578
62 C 5.107 5.578 1.561
63 C 4.152 4.730 0.758
64 O 4.754 4.771 -0.516
65 C 5.769 5.684 -0.587
66 O 6.607 5.763 -1.534
67 O 5.801 6.311 0.532
68 H 4.839 6.222 3.551
69 H 3.519 6.684 2.731
70 H 5.003 7.648 2.405
71 H 5.834 4.890 1.993
72 H 3.212 5.275 0.674
73 H 4.013 3.772 1.259
74 C 4.852 -5.948 -6.097
75 C 3.624 -6.001 -5.221
76 C 3.492 -7.278 -4.366
77 O 3.337 -6.819 -3.158
78 C 3.540 -5.546 -3.007
79 O 3.613 -4.907 -1.880
80 O 3.619 -4.953 -4.236
81 H 5.797 -5.745 -5.593
82 H 4.825 -5.098 -6.778
83 H 4.976 -6.870 -6.665
84 H 2.792 -6.145 -5.910
85 H 4.437 -7.820 -4.403
86 H 2.781 -7.944 -4.854

Its multiplicity is 3. The calculation puts the LUMO energy (alpha / beta) at -6.762 / -10.181 eV. Its charge is +1. The calculation puts the frontier orbital gap (alpha / beta) at 0.1753 / 0.0496 Eh. For the total energy, the calculation gives -142698.93042 eV.